# 1
{"formula": "C19H14N4O4S", "method": "wB97M-V/def2-TZVPD", "e_tot_ha": -1650.47485, "lumo_ev": -0.9, "de_lowest_ev": 1.616, "smiles": "O=C1CC(=O)N(C(=O)Cc2c[nH]c3ccccc23)C(=S)N1/N=C/c1ccco1", "species": ["O", "C", "C", "C", "O", "N", "C", "O", "C", "C", "C", "N", "C", "C", "C", "C", "C", "C", "C", "S", "N", "N", "C", "C", "C", "C", "C", "O", "H", "H", "H", "H", "H", "H", "H", "H", "H", "H", "H", "H", "H", "H"], "positions_angstrom": [[0.43653, 2.94517, -1.83406], [0.15357, 1.88753, -1.27425], [-1.30985, 1.48129, -1.17859], [-1.38994, 0.01787, -1.28011], [-2.33271, -0.37808, -1.78637], [-0.49347, -0.76329, -0.56406], [-0.47148, -2.04793, -0.83562], [0.62658, -2.60647, -0.99586], [-1.66072, -3.05432, -0.81257], [-2.21531, -3.31151, 0.59340], [-1.58320, -3.11454, 1.78624], [-2.44899, -3.30659, 2.82716], [-3.67947, -3.67988, 2.30730], [-4.83644, -3.90029, 3.04050], [-6.05155, -4.08996, 2.32758], [-5.93575, -4.17721, 0.94168], [-4.79873, -3.76325, 0.22041], [-3.58554, -3.53460, 0.98271], [0.60942, -0.04781, 0.09282], [1.66665, -0.85037, 1.10220], [1.03341, 1.15082, -0.50208], [2.20385, 1.69107, -0.05759], [3.18538, 1.46819, -0.92065], [4.53677, 2.11643, -0.78482], [5.07063, 2.93574, 0.17129], [6.44663, 3.22531, -0.27813], [6.61454, 2.47308, -1.41028], [5.47023, 1.81168, -1.73675], [-1.92796, 2.03786, -1.89844], [-1.74274, 1.78741, -0.22689], [-1.26155, -4.02141, -1.23947], [-2.39141, -2.75819, -1.47226], [-0.45356, -2.88993, 1.89373], [-2.21530, -3.64689, 3.73548], [-4.82265, -3.77141, 4.11979], [-6.98693, -4.36640, 2.90044], [-6.79744, -4.33377, 0.30419], [-4.81252, -3.79395, -0.83169], [2.96765, 0.97967, -1.81887], [4.56160, 3.31858, 1.13026], [7.32363, 3.69180, 0.25093], [7.47894, 2.43955, -2.07245]]}

# 2
{"formula": "C2H4N2O", "method": "wB97M-V/def2-TZVPD", "e_tot_ha": -263.10127, "lumo_ev": [0.7, -3.6], "multiplicity": 3, "de_lowest_ev": 2.536, "species": ["C", "C", "N", "N", "O", "H", "H", "H", "H"], "positions_angstrom": [[-0.89048, 0.32781, -1.25547], [0.05359, 0.19784, -0.13240], [-1.71503, 0.37904, -2.05860], [-0.33698, -0.56149, 1.00749], [0.71887, 1.30929, 0.25221], [1.08819, -0.51137, -0.87716], [-0.67846, -1.31424, 0.55643], [0.47198, -0.80875, 1.56207], [1.28833, 0.98187, 0.94543]]}

# 3
{"formula": "C11H26O3Si", "method": "wB97M-V/def2-TZVPD", "e_tot_ha": -949.97928, "lumo_ev": 0.9, "de_lowest_ev": 1.558, "smiles": "CCCCCCCC[Si](OC)(OC)OC", "species": ["C", "C", "C", "C", "C", "C", "C", "C", "Si", "O", "C", "O", "C", "O", "C", "H", "H", "H", "H", "H", "H", "H", "H", "H", "H", "H", "H", "H", "H", "H", "H", "H", "H", "H", "H", "H", "H", "H", "H", "H", "H"], "positions_angstrom": [[-3.27296, -1.35435, -0.76099], [-2.28433, -2.22559, -1.48319], [-0.94641, -1.48101, -1.68599], [-0.86029, -0.31660, -2.68895], [0.60119, -0.02643, -3.06900], [1.43697, 0.49559, -1.90426], [0.77273, 1.65707, -1.17184], [1.37372, 1.90398, 0.20434], [0.62535, 0.87710, 1.57784], [-0.47036, -0.39096, 1.25563], [-1.34056, -0.65911, 2.33203], [1.88324, 0.09117, 2.31597], [2.48126, -0.97404, 1.54504], [0.13221, 1.83428, 2.86339], [1.17358, 2.31643, 3.63435], [-4.24307, -1.85324, -0.71668], [-3.50234, -0.46159, -1.40187], [-2.92657, -1.21813, 0.21943], [-2.04802, -3.01737, -0.81814], [-2.66958, -2.60885, -2.42071], [-0.12867, -2.14592, -1.75560], [-0.77198, -1.12644, -0.59352], [-1.38908, 0.56681, -2.34992], [-1.41448, -0.63071, -3.52506], [0.71301, 0.74685, -3.80608], [1.05217, -0.93641, -3.47139], [1.66833, -0.30567, -1.16383], [2.50753, 0.85424, -2.05030], [0.88847, 2.57208, -1.80588], [-0.31312, 1.50393, -0.98668], [2.48295, 1.86913, 0.10290], [1.17981, 2.94457, 0.42150], [-0.88911, -0.25188, 3.21862], [-2.23828, -0.12171, 2.27570], [-1.35554, -1.76008, 2.31848], [2.76998, -0.53999, 0.55334], [1.72051, -1.77968, 1.39764], [3.36676, -1.34505, 2.02223], [1.24841, 1.62810, 4.49986], [0.97018, 3.34099, 3.98009], [2.01640, 2.32848, 2.89151]]}

Which formula does entry 2 have? C2H4N2O